Entry 1:
DFT (ωB97M-V with the def2-TZVPD basis set) results for C27H30BrF15NO7PS2Ti as an isolated structure.

charge	-2
HOMO level	-0.0871	Eh
energy relative to the best compared isomer or geometry (same formula, charge and spin)	101.7	kJ/mol

Last column: Mulliken charge in e.
CARTESIAN COORDINATES (ANGSTROEM)
Br (5.20212, 2.53362, -6.02643)  -0.267
Ti (-0.95338, 0.71418, 0.01781)  0.194
S (-3.81499, -0.56378, 0.81093)  0.949
S (-2.21958, -1.32160, -1.30855)  0.780
P (0.50308, -4.11436, -0.71305)  0.659
F (-5.37096, 1.54132, 1.05245)  -0.261
F (-0.93338, -1.49627, 2.78752)  -0.073
F (2.71341, -0.34944, 1.29853)  -0.242
F (-4.57717, -0.70683, -2.86947)  -0.239
F (2.49006, 1.81636, 2.94342)  -0.255
F (1.71644, 0.97522, 4.77862)  -0.277
F (-1.08768, 0.20216, 4.10246)  -0.278
F (2.85405, -1.02222, 3.34486)  -0.337
F (-6.22979, -0.06361, -0.12943)  -0.264
F (-3.91208, -2.76668, -2.81412)  -0.266
F (0.49972, 2.30693, 3.60182)  -0.218
F (1.55584, -2.04392, 1.95466)  -0.140
F (-2.77878, -1.28774, -3.92653)  -0.242
F (-4.75012, 1.24973, -0.98986)  -0.176
F (0.35133, -1.36124, 4.51688)  -0.302
O (-4.55590, -1.10407, 1.91530)  -0.770
O (0.12029, -0.78148, -2.85172)  -0.586
O (-2.74908, 0.37739, 1.19612)  -1.049
O (0.28076, 0.62518, 1.55621)  -0.068
O (-2.20256, 0.23767, -1.46699)  -0.200
O (0.52193, 0.87508, -1.37205)  0.097
O (-0.94275, -1.02605, -0.02243)  0.626
N (-3.44477, -1.62118, -0.22208)  -0.518
C (-3.48093, -1.47021, -2.78354)  0.260
C (-1.00388, 3.12453, 0.74642)  -0.573
C (-5.09446, 0.61018, 0.12165)  0.628
C (-1.02778, 3.54686, -1.50088)  -0.913
C (2.68443, -4.72671, -2.56606)  -1.778
C (2.52580, 1.91747, -2.91506)  -0.059
C (-0.23222, -0.65066, 3.52036)  0.182
C (0.21344, 3.94396, -0.99314)  -0.536
C (-1.79671, 3.03796, -0.43158)  -0.412
C (-0.91434, -4.65168, -1.79144)  1.462
C (1.21684, -5.63368, 0.13230)  0.719
C (3.53864, 2.43566, -3.70930)  -0.792
C (0.81850, 0.12836, 2.66520)  0.966
C (1.79223, 0.81317, -3.33320)  -0.015
C (3.08807, 0.73474, -5.37045)  -0.728
C (0.24232, 3.66281, 0.38393)  -0.976
C (0.70131, 0.22591, -2.46707)  0.331
C (1.38438, 1.31507, 3.51523)  0.434
C (2.08186, 0.23009, -4.56151)  -0.200
C (3.80387, 1.83369, -4.92640)  0.196
C (-2.09249, -5.08120, -0.91702)  -1.692
C (0.66299, -5.68713, 1.55999)  -1.356
C (1.10399, -7.00905, -0.52255)  -1.647
C (2.64381, -2.51576, -1.37920)  -1.396
C (1.79114, -3.63583, -1.97935)  0.731
C (1.99896, -0.83729, 2.31067)  0.322
C (-0.70441, -5.60180, -2.97007)  -1.702
H (-1.62218, -5.63999, -3.56586)  0.499
H (1.03925, 4.32958, -1.57681)  0.655
H (4.11127, 3.29530, -3.38828)  0.429
H (3.31707, 0.28528, -6.32725)  0.407
H (-0.47718, -6.62110, -2.65486)  0.236
H (-2.98814, -5.22240, -1.52718)  0.455
H (-1.35574, 2.91355, 1.74790)  0.645
H (3.31676, -5.17316, -1.79333)  0.325
H (1.16289, -6.46910, 2.14205)  0.482
H (-0.40694, -5.91020, 1.55317)  0.263
H (-1.18391, -3.68145, -2.22418)  -0.623
H (1.62416, -7.75846, 0.08515)  0.492
H (3.26611, -2.89660, -0.56201)  0.352
H (1.19396, -3.18957, -2.78281)  0.324
H (2.27819, 2.36134, -1.95988)  0.353
H (-1.33159, 3.56955, -2.53825)  0.423
H (3.30930, -2.08470, -2.13397)  0.482
H (-2.31924, -4.32204, -0.16608)  0.310
H (0.05997, -7.32039, -0.59486)  0.226
H (0.79036, -4.73239, 2.06903)  0.148
H (1.49709, -0.62967, -4.86275)  0.480
H (-1.88748, -6.02494, -0.40201)  0.320
H (3.35408, -4.29728, -3.31855)  0.436
H (0.09362, -5.25839, -3.62904)  0.283
H (1.08728, 3.79203, 1.04625)  0.420
H (2.28363, -5.38629, 0.20967)  0.376
H (2.12009, -5.52967, -3.03962)  0.302
H (1.53195, -7.03257, -1.52356)  0.247
H (2.01482, -1.72397, -0.97392)  -0.116
H (-2.84826, 2.78905, -0.47046)  0.634

=====

Entry 2:
DFT (ωB97M-V with the def2-TZVPD basis set) results for C27H30F12N2O2PRe as an isolated structure.

charge	+2
HOMO level	-0.5239	Eh

Last column: Mulliken charge in e.
CARTESIAN COORDINATES (ANGSTROEM)
Re (0.35667, 0.80789, -0.82131)  0.689
P (0.54348, 2.02691, 1.30254)  0.890
F (2.56926, -3.25444, -1.27481)  -0.223
F (-3.60950, 1.60899, -1.85248)  -0.238
F (4.00755, -0.99916, -0.71572)  -0.242
F (3.47700, 0.04259, 1.09375)  -0.150
F (4.11218, -2.02529, 1.17682)  -0.250
F (-3.56528, -0.07344, -4.14970)  -0.250
F (0.55104, -3.31951, -0.49854)  -0.165
F (-1.94774, 2.22315, -3.07689)  -0.222
F (-2.24562, -1.79268, -3.99988)  -0.229
F (-1.62203, 1.77887, -0.96389)  -0.348
F (-1.48380, 0.10013, -4.70248)  -0.181
F (2.21237, -3.88111, 0.76340)  -0.253
O (1.43424, -0.81613, -0.79025)  -0.525
O (-0.59117, -0.21847, -2.27395)  -0.722
N (1.43981, 1.91037, -1.47872)  0.856
N (-0.90105, -0.91382, 0.23673)  0.886
C (1.98119, 2.07703, 2.39694)  -1.271
C (-3.68266, -3.22115, 0.08193)  -1.253
C (-0.32327, -1.31695, 1.43819)  -0.481
C (-1.94223, -1.54160, -0.24459)  0.982
C (1.44179, -2.25634, 5.23960)  -1.542
C (3.56823, 3.04953, -1.29337)  -1.260
C (1.60678, -1.77399, 2.78288)  -0.518
C (1.83886, -3.03697, -0.19822)  0.280
C (1.08726, -1.45428, 1.54662)  -1.198
C (-4.49077, -2.52652, -0.84204)  0.631
C (0.30514, 3.77222, 0.85716)  -1.180
C (-0.57505, -1.81896, 3.79173)  -1.059
C (-2.35392, 1.39446, -2.15370)  0.573
C (-3.94117, -1.44644, -1.59211)  -0.458
C (-2.67439, -1.00351, -1.39156)  -0.654
C (2.42271, 2.68021, -2.23475)  1.086
C (3.41363, -1.14438, 0.45919)  0.398
C (-1.94406, -0.07994, -2.38491)  1.076
C (1.72477, 3.91008, -2.80956)  -1.451
C (-0.84079, 1.73558, 2.44331)  -1.382
C (-1.13386, -1.52055, 2.56518)  -0.048
C (2.90664, 1.74138, -3.34487)  -1.528
C (1.92230, -1.54621, 0.27076)  1.598
C (0.80465, -1.94060, 3.92393)  0.502
C (-2.43163, -2.76993, 0.35459)  -0.601
C (-2.31439, -0.47311, -3.85418)  0.471
C (-5.85617, -2.99667, -1.15270)  -1.615
H (-2.19700, -1.32850, 2.48372)  0.511
H (0.90093, 3.62036, -3.46194)  0.351
H (-4.05574, -4.12852, 0.53787)  0.499
H (-4.54589, -1.04145, -2.39183)  0.643
H (4.01742, 2.15506, -0.86105)  0.288
H (-0.63405, 0.88257, 3.08487)  0.289
H (3.23469, 3.70934, -0.49145)  0.276
H (2.87081, 2.36111, 1.83767)  0.271
H (-0.60131, 3.89745, 0.26455)  0.336
H (-6.51440, -2.16983, -1.41828)  0.439
H (2.08066, 1.44701, -3.99215)  0.359
H (-5.79714, -3.64536, -2.03770)  0.364
H (0.21989, 4.37418, 1.76250)  0.565
H (1.79019, 2.82046, 3.17274)  0.616
H (3.64965, 2.26522, -3.94576)  0.482
H (1.15302, 4.12638, 0.27466)  0.224
H (-1.77510, 1.56924, 1.90575)  0.253
H (-6.28316, -3.58537, -0.34408)  0.435
H (2.01333, -1.39780, 5.59947)  0.323
H (-0.95645, 2.61866, 3.07282)  0.606
H (2.66892, -1.95196, 2.88375)  0.655
H (3.36409, 0.84640, -2.92371)  0.296
H (2.44434, 4.47492, -3.40147)  0.448
H (4.33342, 3.57766, -1.86120)  0.503
H (-1.76691, -3.32801, 0.99878)  0.706
H (0.70232, -2.51448, 5.99371)  0.429
H (2.14296, -3.08520, 5.13632)  0.374
H (-1.21379, -1.93897, 4.65711)  0.452
H (2.15132, 1.10731, 2.85896)  0.272
H (1.34597, 4.56493, -2.02468)  0.315

=====

Entry 3:
DFT (ωB97M-V with the def2-TZVPD basis set) results for a 2-piece molecular cluster, C27H30N2O4 overall.

charge	0
HOMO level	-0.2049	Eh
energy relative to the best compared isomer or geometry (same formula, charge and spin)	365.7	kJ/mol

Last column: Mulliken charge in e.
CARTESIAN COORDINATES (ANGSTROEM)
O (-2.52579, 2.32442, -2.76486)  -0.222
O (-3.60746, 1.85717, -0.84541)  -0.778
O (-1.11034, -1.47497, -2.92931)  -0.183
O (-1.21469, 0.48742, -4.02553)  -0.705
N (1.11891, 3.40800, 1.17580)  0.196
N (1.33871, -3.10204, 1.15283)  0.409
C (2.26103, 2.67900, 1.51077)  0.293
C (-2.90673, 1.48677, -1.79074)  -0.035
C (1.06888, 4.85351, 1.08611)  -0.893
C (4.15729, 0.88190, 2.33909)  -0.942
C (-2.42691, 4.51692, -3.62937)  -1.301
C (4.49183, 2.24059, 2.22098)  -0.622
C (-1.58501, -2.25029, 3.03156)  -0.169
C (2.85408, 0.42380, 2.06897)  -0.083
C (-0.14447, -1.82321, -3.93202)  -0.298
C (1.89767, 1.30874, 1.58993)  0.817
C (0.06231, 2.56681, 0.99391)  -1.245
C (-1.53693, -0.19489, -3.06392)  0.624
C (0.47438, 1.23142, 1.21620)  0.947
C (1.21083, -1.81816, 0.70564)  -1.989
C (2.46769, -3.96945, 0.88214)  -0.892
C (0.11248, -4.53196, 2.81440)  -0.971
C (-2.38960, 0.14183, -1.92670)  0.849
C (-2.87417, 3.68285, -2.46333)  0.008
C (0.27532, -3.41580, 2.00548)  0.562
C (-0.55374, -2.26961, 2.09804)  0.468
C (0.37505, -3.19626, -3.59667)  -0.966
C (-3.03631, -0.92349, -1.16877)  -1.317
C (-0.37799, 0.11269, 1.14293)  -0.277
C (-0.96021, -4.51701, 3.71990)  -0.596
C (0.05373, -1.22993, 1.26512)  0.975
C (-1.79671, -3.39229, 3.82374)  -0.812
C (3.52191, 3.17235, 1.82168)  -0.987
H (-0.93237, 2.92332, 0.74742)  0.541
H (5.50282, 2.58388, 2.44535)  0.388
H (-1.45336, 0.30563, 1.15468)  0.508
H (0.80175, -5.36903, 2.72591)  0.256
H (-0.62357, -1.81623, -4.91913)  0.310
H (-3.95766, 3.77611, -2.31144)  0.292
H (-2.62035, -3.41014, 4.53938)  0.392
H (-3.90615, -0.48259, -0.66883)  0.379
H (-1.37892, 4.32867, -3.87552)  0.304
H (-2.35001, 3.98695, -1.54607)  0.089
H (-0.40396, -3.94904, -3.75056)  0.309
H (3.40850, -3.50909, 1.21362)  0.322
H (0.75968, 5.17320, 0.08281)  0.328
H (-3.03294, 4.31190, -4.51629)  0.309
H (2.32317, -4.91004, 1.41728)  0.284
H (2.55057, -4.17375, -0.19246)  0.273
H (2.59244, -0.61636, 2.24318)  0.504
H (4.92812, 0.17442, 2.65097)  0.394
H (0.66248, -1.08091, -3.92585)  0.319
H (-2.54012, 5.57519, -3.38779)  0.413
H (2.06227, 5.25475, 1.29453)  0.279
H (-2.36140, -1.32730, -0.40466)  0.053
H (0.36093, 5.27353, 1.81315)  0.339
H (-2.19049, -1.34746, 3.13731)  0.427
H (-1.13660, -5.38926, 4.34924)  0.386
H (1.21472, -3.44524, -4.24665)  0.407
H (0.71294, -3.25061, -2.55619)  0.030
H (-3.35822, -1.73864, -1.83197)  0.388
H (1.94493, -1.35771, 0.05037)  0.692
H (3.72575, 4.23899, 1.73964)  0.221

=====

no.,E_LUMO (eV)
1,3.573
2,-9.310
3,-1.919